No. 1
C4H8InO3 as an isolated structure in a non-equilibrium geometry, computed with wB97M-V/def2-TZVPD.

Structure (XYZ):
```
16
Properties=species:S:1:pos:R:3:forces:R:3
C 1.86435 -0.04180 -2.48285 0.3 0.3 -0.2
C 0.52017 -0.47532 -1.94162 -0.1 1.5 -1.7
O 0.75295 -1.33089 -0.83164 -0.7 -2.2 -2.4
H 1.77685 0.31655 -3.51705 -0.1 -0.1 0.3
H 2.29517 0.75621 -1.86202 -0.1 -0.2 -0.4
H 2.54997 -0.89921 -2.46944 -0.1 0.2 -0.2
H -0.06208 -1.02159 -2.70131 0.2 -0.2 0.6
H -0.07425 0.38386 -1.59584 0.0 -0.1 -0.1
O -0.87791 -0.38151 2.07933 -1.7 -1.2 1.5
In 0.57515 -0.89545 1.06781 0.3 -0.1 2.8
O 1.96773 -0.91558 -0.12393 3.2 0.0 -0.9
C -1.44543 0.69504 2.36753 -1.2 2.6 0.9
C -2.65276 0.71323 3.10972 0.2 -0.2 0.0
H -3.21722 1.63956 3.20596 0.2 -0.1 0.0
H -0.97743 1.65197 2.08879 -0.2 -0.2 -0.1
H -2.99526 -0.19507 3.60655 -0.1 0.1 -0.2
```
Forces are in eV/Å.

Calculated values
Net charge ... +2
Lowest unoccupied orbital energy (spin up / spin down) ... -10.55 / -11.94 eV
Spin multiplicity ... 2
HOMO (spin up / spin down) ... -0.700 / -0.700 Ha
Energy ... -15567.662 eV
<S²> ... 0.75

***

No. 2
The molecule C3H6FNO2S in a non-equilibrium geometry, computed with wB97M-V/def2-TZVPD.

Structure (XYZ):
```
14
Properties=species:S:1:pos:R:3:forces:R:3
O 0.32307 -0.32086 2.89692 0.0 -0.1 -0.5
S 1.20061 0.35538 1.98504 0.2 -0.5 -0.2
O 2.20374 1.20194 2.52066 0.3 0.5 -0.3
C 0.22605 0.97726 0.61400 -1.5 1.5 -0.3
C -0.14048 -0.26763 -0.26320 -0.6 1.9 3.6
C 0.69337 -1.35152 0.29270 1.5 -0.7 -1.3
N 1.93321 -0.85210 0.93706 -1.7 -1.4 2.3
F 2.65486 -0.08479 0.07846 0.7 0.8 -1.6
H 0.74872 1.75999 -0.00727 -0.5 -0.7 1.2
H -0.70621 1.35466 1.14064 1.2 0.0 -0.9
H 0.15688 -0.14067 -1.22826 0.0 0.8 -2.8
H -1.19046 -0.45912 -0.04808 0.0 -0.2 -0.9
H 0.13054 -1.82436 1.03329 -0.3 -1.2 1.3
H 0.88595 -2.00664 -0.54481 0.6 -0.7 0.3
```
Forces are in eV/Å.

Calculated values
Net charge ... 0
Lowest unoccupied orbital energy ... 0.70 eV
HOMO ... -0.396 Ha
Energy ... -22342.716 eV
SMILES ... O=S1(=O)CCCN1F

***

No. 3
An isolated ion of composition C5H13N5OP and charge +1 in a non-equilibrium geometry, computed with wB97M-V/def2-TZVPD.

Structure (XYZ):
```
25
Properties=species:S:1:pos:R:3:forces:R:3
N 3.35069 -1.43380 0.80425 0.1 0.3 0.1
C 3.38634 -0.25430 -0.05305 -0.2 -0.6 -0.2
C 2.06820 0.09538 -0.76874 0.1 0.7 0.1
C 1.35930 1.35597 -0.22524 -0.1 -0.7 0.1
C 0.22526 0.99353 0.75173 0.4 0.2 -0.8
C -1.00520 0.60366 0.02593 -0.3 -0.3 0.7
N -1.26492 0.71880 -1.27405 -0.4 -0.1 -0.4
N -2.47354 0.24755 -1.49007 0.4 0.1 -0.1
N -2.97333 -0.16605 -0.37138 -0.2 0.6 0.4
P -4.58325 -0.96589 -0.28708 -0.7 -1.2 -0.4
O -4.44287 -2.35773 -0.68306 0.1 -0.1 0.1
N -2.08162 0.05304 0.61052 0.2 0.1 -0.4
H 3.23960 -1.22178 1.78070 -0.1 -0.1 0.1
H 2.69026 -2.12924 0.50192 -0.1 -0.2 0.0
H 4.13906 -0.42159 -0.81737 0.2 0.0 -0.1
H 3.72427 0.59242 0.53394 0.1 0.1 0.1
H 2.28052 0.26957 -1.81745 0.0 -0.1 -0.2
H 1.37744 -0.74428 -0.72096 0.0 -0.3 -0.1
H 2.06079 1.96171 0.33324 0.2 0.3 -0.1
H 0.97496 1.92794 -1.05872 -0.1 0.3 0.0
H -0.00354 1.84056 1.39211 -0.2 0.0 0.3
H 0.54921 0.13927 1.33834 0.0 0.0 0.4
H -4.96681 -0.72094 1.04240 0.3 0.4 0.0
H -5.38889 -0.18325 -1.12330 0.4 0.4 0.1
H -2.24196 -0.20054 1.57539 0.0 -0.1 0.1
```
Forces are in eV/Å.

Calculated values
Net charge ... +1
Lowest unoccupied orbital energy ... -5.10 eV
HOMO ... -0.430 Ha
Energy ... -24173.740 eV
SMILES ... NCCCCc1nnn([PH2]=O)[nH+]1

***

No. 4
A 3-piece molecular cluster, C8H16BIO9P overall in a non-equilibrium geometry, computed with wB97M-V/def2-TZVPD.

Structure (XYZ):
```
36
Properties=species:S:1:pos:R:3:forces:R:3
O -4.12987 2.01391 1.53386 0.0 -0.3 0.1
P -2.79835 1.91624 0.90073 -0.6 0.9 0.8
O -2.38349 0.34865 0.77772 0.4 -0.2 -1.1
O -2.94350 2.37572 -0.68673 0.3 0.7 0.0
B -1.35684 3.00662 1.63430 0.2 -0.3 -0.2
I -1.95551 3.87342 3.62107 -0.1 0.1 0.1
H -1.70489 0.19595 0.09060 -0.3 0.1 0.6
H -3.05321 3.35989 -0.62328 0.2 -1.2 -0.2
H -0.38169 2.34520 1.85076 0.0 -0.1 -0.1
H -1.12467 3.91409 0.87350 -0.1 0.0 0.0
C 2.20429 -0.59137 0.60053 -0.3 0.2 0.1
C 3.03311 0.51436 1.20695 -0.2 -0.2 0.0
C 4.06457 0.05519 2.21237 0.1 0.1 0.0
O 4.19134 1.19596 3.06487 0.0 -0.1 0.0
C 3.00919 1.88255 3.01490 -0.2 0.1 0.1
O 2.72100 2.76564 3.75428 0.2 -0.2 -0.2
O 2.23329 1.39344 2.01717 0.2 0.1 0.0
H 1.48531 -0.19452 -0.11490 0.0 0.0 0.0
H 2.84578 -1.30788 0.08569 0.0 0.0 0.0
H 1.63617 -1.11421 1.36954 0.1 0.0 0.0
H 3.49827 1.12230 0.42436 0.0 0.0 0.0
H 5.02599 -0.19190 1.76705 0.1 0.1 0.1
H 3.70973 -0.78919 2.80874 -0.1 0.0 -0.1
C -1.97595 -0.66981 -2.99964 0.1 0.2 0.3
C -1.08214 -1.86205 -2.78635 -0.2 0.2 0.0
C -1.77940 -3.20199 -2.83400 0.1 -0.1 0.0
O -0.94438 -4.01064 -1.99069 -0.1 0.1 0.0
C -0.33855 -3.18608 -1.10024 0.1 0.1 0.2
O 0.28441 -3.55041 -0.15380 -0.1 0.1 -0.3
O -0.53567 -1.88904 -1.44740 0.1 -0.1 -0.2
H -1.40566 0.25625 -2.95434 0.0 0.0 0.0
H -2.45864 -0.73260 -3.97577 0.0 0.0 0.0
H -2.74173 -0.61307 -2.22743 -0.1 -0.1 0.0
H -0.23780 -1.83837 -3.48163 0.0 -0.1 0.0
H -1.82963 -3.62917 -3.83238 0.1 -0.1 0.0
H -2.78085 -3.16306 -2.40042 0.0 0.1 0.0
```
Forces are in eV/Å.

Calculated values
Net charge ... -1
Lowest unoccupied orbital energy ... 2.24 eV
HOMO ... -0.163 Ha
Energy ... -45054.546 eV

***

No. 5
C6H7BrN2S as an isolated structure in a non-equilibrium geometry, computed with wB97M-V/def2-TZVPD.

Structure (XYZ):
```
17
Properties=species:S:1:pos:R:3:forces:R:3
C 0.67087 -2.11789 1.41250 0.5 -1.1 0.2
C 0.84039 -0.83150 1.76592 0.1 4.3 1.3
C 0.64754 -2.48311 0.07951 -1.2 -0.8 -1.4
C 0.73081 0.20996 0.77034 0.3 -0.6 3.4
C 0.50975 -1.48868 -0.90731 1.7 -2.2 -0.6
C 0.60614 -0.15074 -0.50517 -0.9 -0.1 -2.6
N -1.09280 3.26685 -1.01140 -0.5 -0.1 -2.9
N -0.72343 2.01670 -0.64911 -1.6 1.4 -0.2
S 0.33921 1.20260 -1.65826 -0.4 0.0 0.1
Br -2.82613 0.76279 -0.65965 0.6 0.2 0.0
H 0.59147 -2.86892 2.16483 0.3 -0.5 0.4
H 1.04655 -0.44179 2.84014 -0.7 -1.1 -1.9
H 0.58868 -3.59478 -0.18708 0.1 1.9 0.3
H 0.59496 1.27402 1.02539 0.6 -0.8 0.2
H 0.60701 -1.91061 -1.95446 -0.6 1.3 1.1
H -1.29562 3.45204 -2.11491 0.6 -0.6 3.4
H -1.83539 3.70307 -0.41129 1.1 -1.1 -0.7
```
Forces are in eV/Å.

Calculated values
Net charge ... 0
Lowest unoccupied orbital energy (spin up / spin down) ... -1.26 / -1.15 eV
HOMO (spin up / spin down) ... -0.305 / -0.311 Ha
Energy ... -90190.131 eV

***

No. 6
C56H60BaN6O4S as an isolated structure in a non-equilibrium geometry, computed with wB97M-V/def2-TZVPD.

Structure (XYZ):
```
128
Properties=species:S:1:pos:R:3:forces:R:3
Ba -0.70883 0.84320 0.08609 0.2 -1.0 -0.3
C -3.23812 -1.83534 1.45464 -0.1 0.1 0.0
C -3.86898 -0.43723 1.50146 0.0 -0.2 0.1
C -4.70093 -0.26705 2.77576 0.0 0.0 0.0
C -4.69117 -0.13250 0.26506 0.0 0.0 0.0
C -5.81878 -0.91761 0.03304 0.0 0.0 0.0
C -6.65466 -0.68040 -1.04090 0.1 0.1 0.0
C -6.34523 0.35614 -1.90908 0.0 0.0 0.1
C -5.21781 1.14646 -1.73050 -0.1 0.0 0.0
C -4.93079 2.22526 -2.76063 0.0 0.0 0.0
C -4.82161 1.63763 -4.17126 0.0 0.0 0.0
C -5.97792 3.34076 -2.70454 0.0 0.0 0.0
C -4.37467 0.91644 -0.61865 0.0 0.1 0.1
N -3.18172 1.66926 -0.48872 0.0 0.1 0.0
C -3.29235 2.99983 -0.36845 -0.1 0.0 0.1
O -4.26433 3.65940 0.01888 0.0 -0.1 0.0
C -2.08193 3.78162 -0.87927 0.1 -0.1 -0.2
C -2.29845 5.01366 -1.47754 0.1 0.2 0.1
C -1.23258 5.63170 -2.11589 0.1 0.0 0.0
C 0.01270 5.01566 -2.14325 -0.1 0.2 0.1
C 0.15744 3.79598 -1.50544 -0.2 -0.1 0.0
N -0.87735 3.20329 -0.89630 -0.1 0.6 -0.3
C 1.48197 3.04434 -1.58149 0.2 -0.2 0.1
O 2.43309 3.60852 -2.13075 0.0 0.0 0.0
N 1.43053 1.81815 -1.05357 0.0 0.2 -0.1
C 2.54387 0.95142 -1.16188 0.0 0.2 0.4
C 2.76190 0.20534 -2.33404 0.0 0.0 -0.1
C 3.80712 -0.71374 -2.36698 0.0 0.0 0.1
C 4.62309 -0.92118 -1.26320 0.0 0.0 0.0
C 4.38711 -0.20400 -0.10141 0.0 -0.1 -0.1
C 3.36198 0.73075 -0.03094 -0.2 0.0 0.0
C 3.12827 1.46857 1.27943 0.0 -0.1 0.0
C 2.66031 0.50639 2.37970 0.0 -0.2 -0.2
C 4.37793 2.22555 1.72975 0.0 0.0 -0.1
C 1.89396 0.41728 -3.55917 0.0 0.0 0.0
C 2.58009 1.36425 -4.54855 0.1 0.0 0.0
C 1.51068 -0.89422 -4.24908 0.0 0.1 0.0
H -2.60680 -2.00485 2.33190 0.0 0.0 0.0
H -2.62866 -1.96847 0.55803 0.0 0.0 0.0
H -4.00955 -2.60864 1.44329 0.0 0.0 0.0
H -3.05175 0.27317 1.55290 0.1 0.4 0.0
H -5.53204 -0.97429 2.78558 0.0 0.0 0.0
H -5.11541 0.74123 2.83839 0.0 -0.1 0.0
H -4.09364 -0.45142 3.66703 0.0 0.0 0.0
H -6.05424 -1.72353 0.71945 0.0 0.0 0.0
H -7.53603 -1.28921 -1.19761 0.0 0.0 0.0
H -6.99759 0.55026 -2.75321 0.0 0.0 0.0
H -3.96175 2.66886 -2.53604 0.0 0.0 0.0
H -5.77644 1.22477 -4.50448 0.0 0.0 0.0
H -4.07699 0.83956 -4.20643 0.0 0.0 0.0
H -4.52698 2.41348 -4.88148 0.0 0.0 0.0
H -6.96801 2.95647 -2.96626 0.0 0.0 0.0
H -5.72657 4.13496 -3.41230 0.0 0.0 0.0
H -6.02203 3.76525 -1.70192 0.0 0.0 0.0
H -3.28790 5.44630 -1.44289 0.0 0.0 0.0
H -1.37724 6.58450 -2.61007 0.0 0.0 0.0
H 0.86927 5.44055 -2.64568 0.0 0.0 0.0
H 3.99213 -1.27513 -3.27776 0.0 0.0 0.0
H 5.44049 -1.63197 -1.30987 0.0 0.0 0.0
H 5.01560 -0.37598 0.76506 0.0 0.0 0.0
H 2.34387 2.20489 1.10031 0.0 0.0 0.0
H 3.38440 -0.30158 2.52421 0.0 0.1 0.0
H 1.71680 0.01213 2.11770 0.0 0.1 0.0
H 2.52317 1.02785 3.32954 0.0 0.0 0.0
H 5.18473 1.53445 1.98925 0.0 0.0 0.0
H 4.16137 2.83357 2.61120 0.0 0.0 0.0
H 4.73053 2.88188 0.93334 0.0 0.0 0.0
H 0.97474 0.90167 -3.22157 0.0 0.0 0.0
H 3.50817 0.91359 -4.91401 0.0 0.0 0.0
H 2.82372 2.30954 -4.06354 0.0 0.0 0.0
H 1.93493 1.56065 -5.40889 0.0 0.0 0.0
H 2.37138 -1.34943 -4.74707 0.0 0.0 0.0
H 0.75399 -0.70695 -5.01431 0.0 0.0 0.0
H 1.10868 -1.61610 -3.53737 0.0 -0.1 0.0
C 7.04434 -7.44554 -3.46237 -0.1 0.1 0.1
C 6.29742 -6.58533 -2.47318 0.0 0.0 -0.1
C 5.62763 -5.43710 -2.88510 0.0 0.0 0.0
C 4.97586 -4.61321 -1.97715 0.0 0.1 0.0
C 4.95214 -4.94810 -0.62512 -0.1 0.1 0.0
N 4.30618 -4.13111 0.34049 0.1 -0.1 0.0
C 3.04168 -3.59031 0.31553 0.1 0.0 -0.1
O 2.64246 -2.84695 1.18861 0.0 0.0 0.1
N 2.27440 -3.98671 -0.75900 -0.1 -0.1 0.0
C 1.03867 -3.45128 -1.12644 0.2 0.0 0.0
C 0.21119 -4.16244 -1.98114 -0.1 -0.1 -0.1
C -0.97451 -3.59275 -2.41724 0.1 -0.2 -0.1
C -1.30637 -2.32310 -1.99277 0.2 0.2 0.2
N -0.51198 -1.62731 -1.16724 0.0 -0.6 -0.1
C 0.62184 -2.18472 -0.72973 -0.1 0.5 0.0
C 5.61259 -6.09541 -0.20437 0.0 -0.1 0.0
C 6.28389 -6.89276 -1.11714 0.0 0.0 0.0
H 6.58190 -7.40074 -4.44794 0.0 0.0 0.0
H 7.07157 -8.48687 -3.14268 0.0 0.0 0.0
H 8.07639 -7.10470 -3.56586 0.0 0.0 0.0
H 5.63285 -5.16603 -3.93461 0.0 0.0 0.0
H 4.50474 -3.69612 -2.31201 0.0 0.0 0.0
H 4.78317 -3.97800 1.21477 -0.1 0.0 0.0
H 2.62861 -4.74248 -1.32228 0.0 0.0 0.0
H 0.50003 -5.15470 -2.30977 0.0 0.0 0.0
H -1.63295 -4.12984 -3.08579 0.0 0.0 0.0
H -2.22014 -1.84089 -2.32037 0.0 0.0 0.0
H 1.25569 -1.59608 -0.06312 -0.2 -0.1 -0.2
H 5.58980 -6.36259 0.84535 0.0 0.0 0.0
H 6.79493 -7.78224 -0.76706 0.0 0.0 0.0
O -0.82282 1.22143 2.52285 0.0 -0.1 1.0
S -1.30997 0.77942 3.88699 0.2 0.1 0.1
C -2.54140 1.99036 4.32941 -0.1 0.0 -0.2
C -2.99706 2.10744 5.63600 0.0 0.0 0.0
C -4.03757 2.98448 5.89710 0.0 0.0 -0.1
C -4.61528 3.71820 4.86200 0.0 -0.1 0.1
C -4.15717 3.58012 3.56118 0.0 0.0 0.0
C -3.11198 2.70542 3.28865 -0.1 0.1 0.1
C -0.02017 1.21603 5.04507 -0.1 0.0 -0.3
C 0.42391 2.52868 5.13252 0.1 0.0 0.1
C 1.51282 2.81273 5.93895 0.0 -0.1 0.0
C 2.14293 1.79027 6.64622 -0.1 0.0 -0.1
C 1.68891 0.48217 6.54756 0.0 0.1 0.0
C 0.60414 0.18774 5.73184 0.0 0.0 0.0
H -2.54276 1.53401 6.43544 0.0 0.0 0.0
H -4.40019 3.09179 6.91088 0.0 0.0 0.0
H -5.43367 4.39306 5.07558 0.0 0.0 0.0
H -4.60623 4.12455 2.74083 0.0 0.0 0.0
H -2.77164 2.57371 2.27167 0.0 0.0 0.0
H -0.07431 3.31209 4.57406 0.0 0.0 0.0
H 1.87132 3.83081 6.01356 0.0 0.0 0.0
H 2.99537 2.01676 7.27286 0.0 0.0 0.0
H 2.18489 -0.31035 7.09147 0.0 0.0 0.0
H 0.25174 -0.83109 5.62526 0.0 0.0 0.0
```
Forces are in eV/Å.

Calculated values
Net charge ... 0
Lowest unoccupied orbital energy ... 0.14 eV
HOMO ... -0.269 Ha
Energy ... -87711.033 eV